No. 1
C48H52F10N4OP2SZr | ωB97M-V/def2-TZVPD

XYZ file:
```
119
Properties=species:S:1:pos:R:3:lowdin_charge:R:1
Zr -0.53350 -0.33210 0.07077 1.45
F 4.57478 -1.18655 -4.81281 0.12
C 3.44619 -1.40836 -4.13351 -0.14
C 2.91698 -0.43032 -3.31830 -0.14
F 3.52252 0.76089 -3.21609 0.11
C 1.75343 -0.69580 -2.62787 -0.26
F 1.24544 0.30226 -1.85717 -0.02
C 1.06980 -1.88793 -2.68967 -0.51
S -0.44108 -2.16138 -1.81863 0.67
C 1.62758 -2.84518 -3.52118 -0.23
F 1.04062 -4.03869 -3.66344 0.09
C 2.79253 -2.61987 -4.23425 -0.14
F 3.29882 -3.57572 -5.01978 0.12
C 1.95652 5.45732 -2.42111 -0.09
C 2.55599 4.20167 -2.45871 -0.07
C 2.17983 3.23059 -1.54670 -0.11
C 1.20808 3.50162 -0.58067 -0.34
C 0.61934 4.76006 -0.53840 -0.07
C 0.99361 5.73324 -1.46229 -0.08
P 0.76635 2.14525 0.54877 1.09
C -0.09870 2.98979 1.91944 -0.36
C -1.46310 3.21347 1.73773 -0.12
C -2.20688 3.86863 2.71035 -0.08
C -1.59383 4.29211 3.88397 -0.09
C -0.23902 4.05494 4.07874 -0.08
C 0.50765 3.40901 3.09821 -0.07
C 2.36818 1.61644 1.21447 -0.31
C 3.33143 2.49977 1.62605 -0.10
C 4.54590 2.03864 2.17640 -0.07
C 4.76999 0.69503 2.27450 -0.03
C 3.82193 -0.24361 1.79534 -0.17
C 4.10849 -1.63622 1.81326 -0.05
C 3.23668 -2.51202 1.24767 -0.08
C 2.02750 -2.04500 0.66268 -0.15
C 1.64891 -0.72092 0.66953 -0.26
C 2.59552 0.20481 1.24408 -0.19
H 2.24869 6.21887 -3.13346 0.10
H 3.31228 3.97614 -3.20056 0.11
H 2.65203 2.25843 -1.57873 0.09
H -0.13384 4.99002 0.20465 0.10
H 0.52929 6.71086 -1.42341 0.10
H -1.93758 2.85096 0.83390 0.05
H -3.26624 4.03979 2.55405 0.11
H -2.17113 4.80059 4.64623 0.10
H 0.24349 4.37492 4.99472 0.10
H 1.56010 3.22154 3.26774 0.09
H 3.16497 3.56784 1.52509 0.11
H 5.29201 2.74816 2.51197 0.10
H 5.70011 0.32450 2.69265 0.11
H 5.04069 -1.97617 2.25191 0.11
H 3.46552 -3.57192 1.22865 0.10
H 1.38600 -2.78637 0.20069 0.06
N -1.72723 0.97893 -0.86012 -0.38
P -2.47051 1.02265 -2.24163 0.54
N -3.24073 -0.33299 -2.74978 -0.19
C -3.41457 -0.76524 -4.14807 -0.20
C -4.83058 -1.26439 -4.39418 -0.18
C -5.17079 -2.45709 -3.49337 -0.18
C -4.55609 -2.28042 -2.09193 -0.17
C -4.27693 -0.81504 -1.81705 -0.21
N -1.54898 1.48818 -3.53263 -0.19
C -0.76696 0.63325 -4.42859 -0.21
C -0.84191 1.18031 -5.84761 -0.17
C -0.28090 2.60202 -5.87183 -0.19
C -0.97905 3.48620 -4.83854 -0.17
C -0.95477 2.83304 -3.46185 -0.19
N -3.64350 2.19778 -2.13582 -0.20
C -3.95228 2.93981 -0.91017 -0.22
C -5.43453 3.28623 -0.88789 -0.18
C -5.80904 4.21219 -2.05555 -0.19
C -4.94759 3.90518 -3.29281 -0.18
C -4.50253 2.45094 -3.29221 -0.21
H -2.70860 -1.57516 -4.37064 0.11
H -3.19411 0.05355 -4.83042 0.09
H -4.92177 -1.53595 -5.44748 0.11
H -5.53276 -0.44467 -4.22218 0.10
H -4.79863 -3.37807 -3.94809 0.11
H -6.25536 -2.56082 -3.42356 0.10
H -3.60635 -2.81316 -2.01052 0.10
H -5.21370 -2.68233 -1.31947 0.11
H -3.92642 -0.67857 -0.79926 0.08
H -5.19483 -0.21821 -1.92324 0.11
H -1.07753 -0.40248 -4.35578 0.08
H 0.28509 0.66543 -4.11715 0.11
H -1.88965 1.18816 -6.17125 0.11
H -0.28814 0.53336 -6.53265 0.12
H -0.35391 3.03787 -6.87026 0.11
H 0.78782 2.55500 -5.62439 0.11
H -2.02343 3.64849 -5.13109 0.11
H -0.49615 4.46552 -4.78656 0.11
H -1.49266 3.44300 -2.73696 0.11
H 0.07731 2.74738 -3.11060 0.10
H -3.35746 3.86442 -0.84207 0.12
H -3.69055 2.32685 -0.05134 0.09
H -5.69396 3.74313 0.06907 0.11
H -6.00045 2.35172 -0.95406 0.11
H -5.67292 5.25629 -1.76284 0.11
H -6.86774 4.09204 -2.29591 0.11
H -4.04988 4.53055 -3.29127 0.11
H -5.48917 4.13089 -4.21268 0.11
H -3.94529 2.22361 -4.20219 0.10
H -5.38407 1.79464 -3.28532 0.11
C 0.24738 -1.41290 3.89648 0.03
C -0.54296 -0.22394 3.46338 -0.41
C -1.38466 0.50242 4.45994 0.02
O -0.53742 0.17823 2.30821 -0.12
H 0.70058 -1.22027 4.87012 0.10
H 0.99656 -1.67961 3.15675 0.07
H -0.45142 -2.24773 4.01414 0.10
H -2.15610 -0.18999 4.81286 0.11
H -1.84423 1.37945 4.00855 0.08
H -0.78077 0.78445 5.32530 0.10
F -2.61197 -0.77860 1.21912 -0.14
C -2.37844 -2.09892 0.66932 -0.20
F -0.99012 -2.28195 1.18701 -0.20
C -3.16656 -2.98755 1.61413 -0.63
F -4.47407 -2.80549 1.40036 0.15
F -2.94477 -2.73931 2.92637 0.12
F -2.86000 -4.26699 1.40311 0.16
```

Output
Energy relative to the best compared isomer or geometry (same formula, charge and spin)   1.565 eV
LUMO energy   0.006 hartree
Kohn-Sham gap   7.84 eV
Electronic energy   -4281.26800 Eh
HOMO level   -0.2827 Ha
Molar mass   1076.19 g/mol
Net charge   0

No. 2
C48H53AsN4PPtS2Si3 | ωB97M-V/def2-TZVPD

XYZ file:
```
113
Properties=species:S:1:pos:R:3:lowdin_charge:R:1
Pt 0.58061 0.28201 0.32281 1.07
C -1.68440 0.38984 4.10633 -0.02
C -1.01056 -0.15153 3.00730 -0.14
N -0.01379 0.46575 2.40578 -0.01
C 0.36114 1.70668 2.86107 -0.20
C -0.29003 2.33776 3.92985 -0.20
C -1.33547 1.63381 4.55779 0.00
C 0.07582 3.66083 4.26710 -0.03
C 1.03738 4.29854 3.53864 -0.05
C 1.72894 3.63776 2.50152 0.01
C 1.42184 2.33648 2.18281 -0.25
N 1.95809 1.56130 1.17919 -0.11
C 3.11632 1.83959 0.52921 -0.27
C 4.26083 2.43310 1.02247 -0.01
C 5.36095 2.65739 0.17204 -0.05
C 5.31139 2.34734 -1.16232 -0.03
C 4.15279 1.73486 -1.69160 -0.17
C 3.97238 1.41480 -3.05631 0.02
C 2.81955 0.80820 -3.46864 -0.03
C 1.84978 0.45336 -2.51595 -0.18
N 1.99461 0.73569 -1.24243 -0.14
C 3.09804 1.43072 -0.81718 -0.19
H -2.48138 -0.17511 4.56611 0.12
H -1.28768 -1.11651 2.61857 0.08
H -1.86430 2.09477 5.38143 0.13
H -0.44443 4.16483 5.06876 0.12
H 1.27325 5.33332 3.74732 0.11
H 2.47157 4.17142 1.92567 0.11
H 4.31755 2.71389 2.06388 0.12
H 6.25240 3.10897 0.58418 0.11
H 6.14816 2.55047 -1.81466 0.12
H 4.75754 1.65139 -3.76236 0.13
H 2.64381 0.57859 -4.50878 0.12
H 0.93769 -0.05020 -2.79904 0.12
C 2.35491 -2.59460 -3.30448 -0.20
Si 3.22030 -2.72559 -1.64490 0.33
C 3.80577 -4.47858 -1.41640 -0.19
C 4.73071 -1.64084 -1.51234 -0.19
As 1.71157 -2.06626 0.08996 0.88
Si 0.02906 -3.79428 -0.00692 0.35
C 0.84752 -5.47540 -0.05546 -0.20
C -1.04402 -3.71480 1.51065 -0.19
C -0.90550 -3.52197 -1.59938 -0.21
Si 2.91209 -2.38150 2.14909 0.32
C 3.82893 -4.00128 2.24995 -0.20
C 4.11630 -0.96810 2.27624 -0.20
C 1.64701 -2.29241 3.50402 -0.19
H 2.86489 -1.89240 -3.96253 0.02
H 1.31613 -2.27850 -3.21341 0.01
H 2.35451 -3.57119 -3.79177 0.04
H 4.70712 -4.59000 -2.02419 0.05
H 3.07528 -5.20968 -1.75022 0.02
H 4.06244 -4.71406 -0.38681 0.01
H 5.26150 -1.61138 -2.46608 0.05
H 5.40994 -2.05408 -0.76420 0.04
H 4.50453 -0.62053 -1.22049 0.00
H 1.76098 -5.51904 0.53499 0.01
H 1.09711 -5.76916 -1.07276 0.02
H 0.15514 -6.21592 0.34926 0.05
H -0.61815 -4.30355 2.32356 0.04
H -2.02654 -4.12521 1.26939 0.05
H -1.18363 -2.69644 1.84915 -0.02
H -0.39029 -3.99485 -2.43719 0.03
H -1.02004 -2.46309 -1.81590 0.00
H -1.90723 -3.94990 -1.52760 0.05
H 4.68428 -4.03084 1.57553 0.03
H 3.19925 -4.86427 2.03876 0.02
H 4.20799 -4.10863 3.26845 0.05
H 4.68066 -0.82178 1.35419 0.02
H 4.83040 -1.16370 3.07878 0.05
H 3.59527 -0.03691 2.49873 0.02
H 1.11485 -3.23768 3.61473 0.03
H 0.92213 -1.52016 3.28780 -0.02
H 2.12144 -2.05527 4.45749 0.05
N -8.21823 -4.23809 -0.84786 0.17
C -7.22383 -3.67928 -0.72660 -0.18
C -5.97861 -2.97799 -0.57323 -0.22
C -5.33919 -2.44439 -1.68975 -0.01
C -4.13102 -1.79350 -1.54247 -0.03
C -3.54917 -1.65763 -0.28087 -0.24
C -4.21701 -2.16194 0.83716 -0.02
C -5.41660 -2.83106 0.69331 -0.01
C -2.26036 -1.04828 -0.16096 -0.14
C -1.15160 -0.56881 -0.06253 -0.33
H -5.78949 -2.55374 -2.66674 0.13
H -3.62329 -1.37980 -2.40345 0.12
H -3.79098 -2.02140 1.82193 0.11
H -5.91893 -3.25225 1.55269 0.12
S -2.47316 2.89853 1.57086 0.34
P -2.12452 3.02955 -0.33973 0.16
S -0.27323 2.28921 -0.95821 0.43
C -2.14867 4.76981 -0.84815 -0.39
C -0.99068 5.46907 -1.16651 -0.11
C -1.06181 6.82070 -1.47570 -0.08
C -2.28300 7.47142 -1.46308 -0.08
C -3.43929 6.77609 -1.13133 -0.07
C -3.37491 5.42949 -0.82524 -0.08
C -3.46108 2.25856 -1.30011 -0.40
C -3.32088 2.11407 -2.68005 -0.10
C -4.37225 1.62714 -3.43783 -0.08
C -5.57094 1.28929 -2.82145 -0.08
C -5.71132 1.43084 -1.45065 -0.08
C -4.65647 1.91164 -0.68667 -0.11
H -0.03662 4.95864 -1.17441 0.06
H -0.15985 7.36540 -1.71872 0.10
H -2.33887 8.52179 -1.71463 0.11
H -4.39075 7.28827 -1.10461 0.11
H -4.27566 4.88906 -0.56274 0.11
H -2.38766 2.38778 -3.15833 0.09
H -4.26489 1.52516 -4.50941 0.11
H -6.39699 0.91811 -3.41408 0.11
H -6.64865 1.17660 -0.97351 0.11
H -4.75451 2.02566 0.38538 0.07
```

Output
Energy relative to the best compared isomer or geometry (same formula, charge and spin)   2.167 eV
LUMO energy   -0.163 hartree
Kohn-Sham gap   5.25 eV
Electronic energy   -6441.15056 Eh
HOMO level   -0.3556 Ha
Molar mass   1135.35 g/mol
Net charge   +1

Question: net charge of number 1 (C48H52F10N4OP2SZr)?
Answer: 0

Question: Which of these has the highest net charge?
Answer: C48H53AsN4PPtS2Si3

Question: Among the records above, which one has the lowest energy relative to the best compared isomer or geometry (same formula, charge and spin)?
Answer: C48H52F10N4OP2SZr